{"formula": "C51H50ClN7O2P2RuSe2", "method": "wB97M-V/def2-TZVPD", "multiplicity": 2, "total_charge": 1, "orbital_gap_ev": [4.55, 4.56], "homo_energy_ha": [-0.3074, -0.3073], "s_squared": 0.769, "elements": ["Ru", "C", "C", "C", "C", "C", "N", "C", "C", "C", "N", "C", "C", "C", "C", "C", "C", "C", "C", "N", "C", "C", "C", "N", "C", "C", "C", "C", "O", "C", "O", "H", "H", "H", "H", "H", "H", "H", "H", "H", "H", "H", "H", "H", "H", "H", "H", "H", "H", "H", "H", "H", "H", "H", "H", "H", "H", "H", "H", "Se", "P", "C", "C", "C", "C", "C", "C", "C", "C", "C", "C", "C", "C", "C", "C", "N", "N", "N", "P", "Se", "C", "C", "C", "C", "C", "C", "C", "C", "C", "C", "C", "C", "H", "H", "H", "H", "H", "H", "H", "H", "H", "H", "H", "H", "H", "H", "H", "H", "H", "H", "H", "H", "Cl", "C", "H", "H"], "coordinates": [[-0.040581, -0.400732, -0.517933], [-5.642292, 3.172836, 2.438911], [-4.361898, 2.604817, 1.908356], [-4.064224, 2.661161, 0.563942], [-2.869773, 2.135009, 0.032798], [-2.563379, 1.965075, -1.319486], [-3.349441, 2.000830, -2.406020], [-4.785928, 2.131794, -2.496251], [-5.600308, 1.039814, -1.752148], [-4.802619, -0.176248, -1.306351], [-4.334723, -0.969834, -2.422398], [-3.973266, -2.254787, -2.246508], [-3.518288, -2.831253, -1.036065], [-3.948498, -4.139116, -0.760408], [-3.615260, -4.807583, 0.406464], [-4.284559, -6.096578, 0.765372], [-2.633469, -4.243262, 1.202871], [-2.029939, -3.013851, 0.893251], [-0.808491, -2.719511, 1.576927], [0.071741, -1.838977, 1.270332], [1.310584, -1.798865, 2.017043], [1.109712, -1.609407, 3.524509], [0.705133, -0.167206, 3.843867], [-0.255780, 0.306237, 2.903331], [-1.295463, 0.925068, 3.267794], [-2.226666, 1.518872, 2.342070], [-3.445423, 2.014607, 2.781008], [-1.862847, 1.615014, 0.957404], [-0.728143, 1.274734, 0.550827], [-2.568176, -2.185698, -0.146950], [-2.185376, -0.985523, -0.351962], [-5.454109, 4.158449, 2.864348], [-6.050376, 2.540080, 3.224549], [-6.388231, 3.277352, 1.653947], [-4.769227, 3.139981, -0.093237], [-1.535067, 1.657861, -1.539324], [-2.893790, 1.761529, -3.272252], [-5.034618, 2.104755, -3.559210], [-5.080135, 3.118255, -2.126544], [-6.421113, 0.716040, -2.397156], [-6.046762, 1.458532, -0.852007], [-5.445701, -0.805520, -0.675892], [-3.941357, 0.113517, -0.697452], [-4.712099, -0.734544, -3.329055], [-4.134589, -2.922901, -3.084040], [-4.614229, -4.609610, -1.468768], [-5.268879, -5.886591, 1.185761], [-3.704947, -6.650054, 1.498674], [-4.427970, -6.718047, -0.114643], [-2.259916, -4.795658, 2.052973], [-0.583959, -3.418597, 2.392121], [1.899330, -0.958817, 1.631193], [1.872252, -2.724182, 1.826187], [2.037250, -1.853637, 4.045210], [0.334390, -2.292808, 3.878365], [1.580280, 0.490362, 3.756237], [0.341946, -0.091883, 4.880266], [-1.542431, 1.050260, 4.332798], [-3.693479, 1.962029, 3.831367], [4.425232, 2.940117, 4.748176], [5.117794, 2.250273, 2.870246], [6.140882, 0.769676, 3.115417], [5.581189, -0.500630, 3.056077], [6.336128, -1.595047, 3.438705], [7.632674, -1.417303, 3.893995], [8.183200, -0.147011, 3.969078], [7.438639, 0.950750, 3.581655], [6.067813, 3.480353, 1.913226], [6.222927, 4.768612, 2.405489], [6.856004, 5.725831, 1.632012], [7.330101, 5.399032, 0.371558], [7.183881, 4.109383, -0.116220], [6.550384, 3.152004, 0.651900], [3.683406, 1.859989, 1.887961], [3.255738, 1.179324, 0.743641], [1.916688, 1.389519, 0.673088], [1.559667, 2.133686, 1.671993], [2.578145, 2.421519, 2.417908], [3.880750, 0.361024, -0.703765], [2.147445, -0.285661, -1.826762], [5.039984, -1.008898, -0.368863], [4.603354, -2.313691, -0.574009], [5.468962, -3.370782, -0.361387], [6.767483, -3.129499, 0.057317], [7.201107, -1.831061, 0.269281], [6.342361, -0.768778, 0.057428], [4.666365, 1.637768, -1.727192], [5.814765, 1.407308, -2.472633], [6.273779, 2.395642, -3.326516], [5.583784, 3.592224, -3.446807], [4.427305, 3.810964, -2.713288], [3.965869, 2.836090, -1.851545], [4.560090, -0.627009, 2.717846], [5.909011, -2.585553, 3.391468], [8.214293, -2.271368, 4.204476], [9.185328, -0.009941, 4.345580], [7.843142, 1.952185, 3.652623], [5.834902, 5.015255, 3.384912], [6.966687, 6.729057, 2.013949], [7.810305, 6.150980, -0.235829], [7.549449, 3.846614, -1.098063], [6.411845, 2.152835, 0.264565], [3.592153, -2.491030, -0.920438], [5.134209, -4.381303, -0.538148], [7.446094, -3.952983, 0.213425], [8.212607, -1.640381, 0.592316], [6.696223, 0.238219, 0.220545], [6.335571, 0.462418, -2.395234], [7.165894, 2.223611, -3.909617], [5.940602, 4.354905, -4.121882], [3.876510, 4.733477, -2.820758], [3.052065, 2.985896, -1.289609], [-0.013772, -3.153145, -1.755560], [-0.410559, -1.530754, -2.292592], [-1.469740, -1.520310, -2.573825], [0.196090, -1.329447, -3.188911]], "atomic_forces_ev_per_a": [[0.35, -1.23, 0.45], [0.08, 0.14, 0.04], [-0.52, 0.36, -1.36], [-0.64, -0.02, 0.83], [0.67, -0.13, -0.19], [-0.28, -0.11, -0.15], [0.87, -0.19, 0.50], [-0.58, 0.20, 0.17], [0.26, -0.11, -0.07], [0.02, 0.66, 0.78], [0.25, -2.16, -0.06], [-0.44, 1.34, 0.30], [0.27, 0.55, 0.14], [0.17, -0.61, 0.48], [-0.67, 0.04, -0.97], [-0.09, 0.04, 0.00], [0.78, 1.31, -0.32], [-0.93, -0.77, -0.21], [1.06, 0.56, 0.23], [-1.00, 0.25, -2.03], [0.85, 0.14, 0.48], [-0.14, 0.30, -0.18], [0.08, -0.06, 0.65], [-0.46, 0.12, -0.27], [0.84, -0.53, 0.98], [-1.05, 0.40, -0.06], [1.47, -0.58, -0.31], [-0.31, 0.29, -0.46], [-0.24, -0.14, -0.79], [0.04, 0.30, -0.17], [0.14, -0.03, 0.05], [-0.13, 0.07, 0.09], [-0.07, 0.00, 0.05], [-0.05, 0.03, -0.01], [-0.17, 0.10, -0.07], [-0.33, 0.27, 0.06], [0.13, 0.10, 0.09], [0.12, 0.10, 0.11], [-0.04, -0.11, -0.18], [-0.07, 0.09, 0.04], [-0.04, -0.03, -0.03], [0.16, 0.02, -0.14], [-0.27, -0.15, -0.08], [0.07, -0.08, -0.08], [0.01, 0.08, -0.20], [-0.16, -0.14, -0.06], [-0.02, -0.13, 0.09], [-0.01, -0.09, 0.04], [0.00, -0.12, -0.04], [0.07, -0.09, 0.12], [0.03, 0.29, -0.03], [-0.08, -0.18, 0.05], [-0.12, 0.12, -0.07], [-0.04, -0.02, 0.01], [0.10, -0.06, 0.09], [-0.06, -0.08, -0.01], [0.11, -0.02, 0.04], [0.06, 0.08, 0.05], [0.05, -0.08, 0.19], [0.62, -0.01, -0.01], [0.08, 0.42, 1.05], [-0.28, 0.30, -0.27], [0.04, 0.12, 0.04], [-0.02, -0.03, 0.10], [-0.02, -0.10, 0.01], [0.08, 0.04, -0.01], [-0.06, 0.00, -0.18], [-0.14, -0.34, 0.15], [-0.05, -0.08, 0.09], [0.03, 0.03, -0.09], [0.02, 0.05, 0.02], [0.05, -0.06, -0.14], [-0.02, 0.02, 0.16], [-0.11, -0.17, -0.12], [-0.07, -0.10, -0.01], [-0.14, -0.62, -0.76], [-0.67, 0.25, -0.05], [0.42, 0.33, 0.35], [0.47, 0.56, 0.74], [-0.66, -0.42, -0.13], [-0.41, 0.39, -0.27], [-0.17, 0.05, -0.03], [0.03, -0.07, 0.06], [-0.01, 0.03, -0.01], [0.09, 0.02, -0.07], [0.00, 0.10, -0.14], [-0.12, -0.44, 0.02], [-0.10, -0.08, 0.09], [0.09, 0.08, -0.11], [0.04, -0.04, -0.02], [-0.02, -0.01, 0.01], [-0.05, -0.06, 0.08], [-0.05, 0.00, -0.01], [-0.03, -0.12, -0.01], [0.07, -0.11, 0.04], [0.11, -0.01, 0.02], [0.06, 0.02, 0.03], [-0.04, -0.06, 0.05], [0.04, 0.10, 0.01], [0.08, 0.08, -0.05], [0.05, 0.02, -0.08], [0.05, 0.03, -0.03], [0.03, -0.03, -0.01], [-0.04, -0.10, 0.00], [0.08, -0.11, 0.02], [0.09, 0.02, 0.07], [0.03, 0.01, 0.02], [0.05, -0.02, -0.02], [0.08, 0.00, -0.05], [0.06, 0.06, -0.07], [0.01, 0.09, 0.01], [0.01, 0.03, 0.06], [0.12, -1.13, -0.25], [0.09, 0.52, 0.48], [0.20, 0.13, 0.18], [-0.15, 0.11, 0.41]]}